(1)
Below is a 2-piece molecular cluster, C4H7N4 overall in a non-equilibrium geometry, with properties calculated with the ωB97M-V functional and the def2-TZVPD basis.

Output
Gap between HOMO and LUMO (eV): 8.9
HOMO (hartree): -0.527
Calculated total energy (eV): -10211.9128
Molar mass (g mol⁻¹): 111.13
Total charge: +1

CARTESIAN COORDINATES (ANGSTROEM)
C 2.00914 -0.70608 -0.50177
C 1.95280 0.76987 -0.43284
C -1.33435 0.02284 0.18309
C 0.64986 -0.05136 1.02954
N 1.28109 -1.22983 0.41098
N 0.96192 1.01386 0.31132
N -1.81825 -1.19616 0.28551
N -1.62499 1.16600 -0.29377
H 2.59199 -1.25974 -1.21251
H 2.40026 1.46958 -1.15515
H 0.22742 -0.03276 1.99378
H -1.10507 -1.79785 0.46662
H -2.77690 -1.35933 0.07311
H -1.00513 1.95732 -0.14103
H -2.40980 1.23364 -1.01690

Force components x, y, z for each atom (eV/Å):
1.2 -0.2 0.7
-0.3 -0.6 -2.3
4.4 -1.9 2.2
-3.5 -3.2 -3.2
-1.2 0.1 0.7
1.2 5.5 1.2
-1.8 4.5 -1.1
-2.8 0.1 -2.0
0.2 -0.4 -0.1
-0.2 -0.3 0.6
0.3 0.1 1.3
1.7 -3.0 0.7
-0.6 -1.0 -0.2
0.2 -0.2 0.0
1.3 0.3 1.5

(2)
Below is a 2-piece molecular cluster, C4H7N4 overall in a non-equilibrium geometry, with properties calculated with the ωB97M-V functional and the def2-TZVPD basis.

Output
Gap between HOMO and LUMO (eV): 8.9
HOMO (hartree): -0.471
Calculated total energy (eV): -10211.6999
Molar mass (g mol⁻¹): 111.13
Total charge: +1

CARTESIAN COORDINATES (ANGSTROEM)
C 2.19592 -0.92773 -0.95999
C 3.41656 -1.16707 -0.38258
C -2.65235 0.63697 0.28137
C 0.95016 -0.60106 -0.15983
N 1.05453 -1.79252 -0.47780
N 4.45548 -1.35379 0.09184
N -3.62170 1.49496 0.61425
N -1.39387 0.85510 0.35932
H 2.23884 -0.66258 -2.01512
H -2.97276 -0.32905 -0.08616
H 5.33584 -1.73054 0.38293
H -4.59496 1.26500 0.52438
H -3.38465 2.41126 0.96117
H 0.14798 0.11647 0.14690
H -1.17503 1.78456 0.71931

Force components x, y, z for each atom (eV/Å):
-0.9 0.9 -1.0
2.4 -0.3 1.3
0.3 0.0 0.0
0.5 -1.3 -0.6
-0.5 0.1 0.4
-1.5 0.3 -0.7
-0.3 0.2 0.1
0.5 0.2 0.1
0.1 -0.1 0.1
-0.2 -0.1 0.0
0.2 0.0 0.1
0.0 -0.1 0.0
-0.1 -0.1 0.0
-0.3 0.3 0.2
-0.2 0.0 0.0

(3)
Below is C4H7N4O4S as an isolated structure in a non-equilibrium geometry, with properties calculated with the ωB97M-V functional and the def2-TZVPD basis.

Output
Gap between HOMO and LUMO (eV): 8.1
HOMO (hartree): -0.179
Calculated total energy (eV): -29242.5849
Molar mass (g mol⁻¹): 207.19
Total charge: -1

CARTESIAN COORDINATES (ANGSTROEM)
C -0.41786 -1.67264 -0.01588
C 1.47343 -1.47011 1.27865
C 1.58439 -0.35485 0.24743
C -0.27905 2.68338 -0.26846
N 0.31879 -2.17718 0.83121
N -1.50738 -1.97242 -0.60119
N 0.40191 -0.04286 -0.42486
N -1.98519 -1.20006 -1.53662
O -1.30894 -0.37466 -2.07847
O -3.17367 -1.33952 -1.85786
O -0.08391 0.98234 1.75122
O -1.95081 0.76033 0.15353
S -0.53692 0.99975 0.39528
H 2.33013 -2.12579 1.19327
H 1.24171 -1.33882 2.25917
H 2.17118 0.53650 0.60936
H 2.28817 -0.63495 -0.59732
H 0.21645 3.36647 0.37868
H 0.45867 2.31052 -1.11899
H -1.24111 3.06458 -0.59813

Force components x, y, z for each atom (eV/Å):
1.8 1.8 -0.2
-0.3 -1.1 -3.2
4.4 1.7 -0.5
1.7 -2.5 -2.4
-0.4 -1.7 0.0
-1.4 -1.7 0.4
-2.0 -0.7 0.3
-2.1 0.5 -1.2
1.0 1.0 -1.9
0.0 -0.7 0.4
0.3 0.5 1.6
1.1 0.2 0.3
-2.1 0.8 0.2
0.4 -0.1 0.1
0.1 1.6 3.0
-0.9 -0.5 0.2
-0.6 -0.6 0.9
0.4 0.2 0.8
-1.6 1.7 1.1
0.2 -0.2 -0.3

(4)
Below is a 2-piece molecular cluster, C4H7N4S overall in a non-equilibrium geometry, with properties calculated with the ωB97M-V functional and the def2-TZVPD basis.

Output
Gap between HOMO and LUMO (eV): 8.1
HOMO (hartree): -0.183
Calculated total energy (eV): -21056.1945
Molar mass (g mol⁻¹): 143.19
Total charge: -1

CARTESIAN COORDINATES (ANGSTROEM)
C -1.06140 2.47003 0.03988
C 1.55059 -2.27016 -0.98371
C 0.39568 -0.85834 0.84795
C 0.83273 -0.96551 -0.54009
N -2.19716 2.49881 -0.64975
N -1.21024 2.03475 1.27142
N -3.13007 2.18048 0.27924
N -2.54029 1.93884 1.38451
S 1.92499 0.00874 0.59643
H 1.84974 -2.71207 -0.08505
H 0.81115 -2.73455 -1.67612
H 2.51134 -1.96376 -1.54608
H -0.49762 -0.37999 1.21312
H -0.08332 2.78628 -0.30333
H 0.65366 -1.64313 1.45249
H 0.19021 -0.39041 -1.30092

Force components x, y, z for each atom (eV/Å):
0.8 -0.3 -0.9
-0.4 3.1 -2.5
-0.8 0.5 0.0
0.1 0.5 -1.0
-0.1 0.8 -0.1
-0.4 0.8 0.8
0.2 0.2 -1.2
-0.3 -1.2 1.8
0.1 1.1 -0.8
0.2 -1.5 1.0
0.9 -0.6 0.7
-1.6 -0.7 0.6
-0.1 0.8 -0.5
-0.2 -0.3 -0.4
0.2 -2.4 1.3
1.4 -0.8 1.2

(5)
Below is one molecule with the formula C4H7N5O in a non-equilibrium geometry, with properties calculated with the ωB97M-V functional and the def2-TZVPD basis.

Output
SMILES: NC(=O)Cc1nn[nH]c1N
Gap between HOMO and LUMO (eV): 9.1
HOMO (hartree): -0.310
Calculated total energy (eV): -13758.5461
Molar mass (g mol⁻¹): 141.13

CARTESIAN COORDINATES (ANGSTROEM)
N 2.22256 -0.32304 1.23630
C 1.40611 0.73524 1.32171
O 1.88576 1.76002 0.78838
C -0.08634 0.52553 1.45777
C -0.69148 -0.10761 0.24437
N -1.09645 -1.40303 0.21377
N -1.61650 -1.68297 -0.93655
N -1.55629 -0.56424 -1.67490
C -1.01584 0.46129 -0.98439
N -0.85283 1.72224 -1.48642
H 2.22961 -0.96919 2.01482
H 3.03427 0.05600 0.58963
H -0.52602 1.51893 1.63307
H -0.30901 -0.10816 2.32524
H -1.90729 -0.56378 -2.62526
H -1.55930 2.06441 -2.12444
H -0.51270 2.40282 -0.81599

Force components x, y, z for each atom (eV/Å):
1.7 0.1 -0.8
0.7 1.9 -3.4
-1.7 -0.2 1.1
-0.3 0.4 1.1
-0.2 0.3 -0.5
0.0 -0.2 -0.3
0.1 -0.3 0.5
-0.1 0.5 -0.3
0.1 -0.5 0.7
0.2 0.5 -0.2
0.6 -0.4 -0.6
-1.4 -1.8 2.5
0.1 -0.3 0.0
-0.1 0.1 -0.2
0.1 -0.1 0.3
0.1 0.0 0.3
-0.1 -0.1 -0.3

(6)
Below is an isolated ion of composition C4H7N6O2 and charge +1 in a non-equilibrium geometry, with properties calculated with the ωB97M-V functional and the def2-TZVPD basis.

Output
SMILES: C/[N+](NON=C=O)=c1/[nH]cn[nH]1
Gap between HOMO and LUMO (eV): 10.1
HOMO (hartree): -0.500
Calculated total energy (eV): -17284.4681
Molar mass (g mol⁻¹): 171.14
Total charge: +1

CARTESIAN COORDINATES (ANGSTROEM)
C -0.23850 -1.63569 -1.64623
N 0.20396 -0.59251 -0.66773
N 1.63377 -0.23825 -0.52032
O 1.89341 1.08599 -0.66599
N 2.16154 1.59518 0.61072
C 2.57963 0.70898 1.33750
O 2.94581 0.13222 2.24386
C -0.80641 0.01956 0.02636
N -0.61241 1.04674 0.93296
C -1.82668 1.32327 1.43576
N -2.74485 0.51545 1.00763
N -2.14402 -0.30115 0.14200
H -0.72653 -2.34090 -0.96961
H -0.72911 -1.21220 -2.57772
H 0.72714 -2.06538 -1.97882
H 1.97994 -0.74814 -1.39473
H 0.17632 1.75870 0.88195
H -1.81911 1.91815 2.26921
H -2.65388 -0.97002 -0.46679

Force components x, y, z for each atom (eV/Å):
1.9 1.0 0.1
-2.2 1.1 -0.1
-1.1 -3.1 -1.5
-0.5 1.1 -1.5
-0.7 1.7 -1.6
0.8 -0.2 2.1
0.6 -1.2 0.9
1.5 0.2 0.8
1.5 -0.3 -2.5
-0.8 -1.8 -0.4
-0.8 1.1 1.0
2.6 -0.7 -1.9
-0.5 -0.4 -1.0
0.1 -0.6 1.4
-0.8 -0.3 0.0
0.0 1.2 1.5
-0.9 -1.5 0.3
-1.0 1.8 1.6
0.4 0.8 0.9

Q: What is the HOMO in the fourth record?
A: -0.183 hartree